C4H14N3 | ωB97M-V/def2-TZVPD

## Properties
E_HOMO (spin up / spin down) in eV: -4.1 / -8.5
LUMO level (spin up / spin down) in eV: 1.1 / 1.0
⟨S²⟩: 0.75
Relative energy (zero: lowest compared OMol25 entry of this formula, charge and spin) in kcal per mole: 17.01
Frontier orbital gap (spin up / spin down) in eV: 5.23 / 9.57
Spin multiplicity: 2
Max |F| in hartree/bohr: 0.027

Last columns: bonded neighbours and bond lengths (Å).
Geometry (Å):
1 C 2.07 0.19 1.71  N2 1.446, H5 1.092, H6 1.090, H7 1.092
2 N 0.80 0.28 2.38  C1 1.446, C3 1.368, H8 1.005
3 C -0.37 -0.14 1.80  N2 1.368, N4 1.388, H9 1.079
4 N -1.61 0.02 2.39  C3 1.388, H10 1.003, H11 0.999
5 H 2.59 -0.75 1.91  C1 1.092
6 H 2.71 1.00 2.06  C1 1.090
7 H 1.84 0.33 0.65  C1 1.092
8 H 0.72 0.69 3.30  N2 1.005
9 H -0.30 -0.72 0.89  C3 1.079
10 H -1.71 0.44 3.30  N4 1.003
11 H -2.41 0.03 1.79  N4 0.999
12 C -0.30 1.09 -2.18  N13 1.459, H15 1.093, H16 1.099, H17 1.086
13 N -0.61 -0.19 -1.53  C12 1.459, C14 1.466, H18 1.011
14 C -0.38 -1.34 -2.42  N13 1.466, H19 1.093, H20 1.093, H21 1.089
15 H 0.79 1.10 -2.26  C12 1.093
16 H -0.72 1.19 -3.19  C12 1.099
17 H -0.60 1.93 -1.56  C12 1.086
18 H -1.57 -0.22 -1.23  N13 1.011
19 H -1.04 -1.28 -3.29  C14 1.093
20 H -0.60 -2.24 -1.85  C14 1.093
21 H 0.68 -1.41 -2.66  C14 1.089

Results of the Mulliken charge analysis, in e, for atoms 1 through 4: atom 1 (C): -0.744, atom 2 (N): -0.215, atom 3 (C): -0.288, atom 4 (N): -0.407